(1)
Entry from the Open Molecules 2025 dataset: a molecular structure, C31H34N8RhSSi (ωB97M-V with the def2-TZVPD basis set).

ORCA input file:
```
! RIJCOSX wB97M-V def2-TZVPD def2/J DEFGRID3
* xyz 1 1
Rh -0.5459 -1.2504 -0.9985
C 2.2273 -4.8125 2.1042
Si 3.5331 -4.5160 0.8075
C 5.0196 -3.6623 1.5450
C 4.0175 -6.1171 -0.0161
C 2.8847 -3.3780 -0.5752
C 3.6942 -3.1358 -1.6849
C 3.2922 -2.3220 -2.7403
C 2.0439 -1.7423 -2.6838
N 1.2484 -1.9636 -1.6362
C 1.6482 -2.7395 -0.6164
S 0.3120 -2.7061 0.5234
H 2.6287 -5.5068 2.8468
H 1.3245 -5.2648 1.6898
H 1.9461 -3.8993 2.6314
H 5.4790 -4.2895 2.3120
H 4.7411 -2.7151 2.0111
H 5.7811 -3.4540 0.7907
H 4.4447 -6.8052 0.7164
H 4.7646 -5.9669 -0.7978
H 3.1521 -6.6056 -0.4678
H 4.6753 -3.5958 -1.7349
H 3.9327 -2.1478 -3.5923
H 1.6574 -1.1126 -3.4740
C -2.7313 0.6734 0.1750
N -2.4058 -0.6375 -0.3610
C -3.3602 -1.4626 -0.6825
C -3.0077 -2.6400 -1.3621
C -3.6873 -3.7438 -1.8861
C -2.7215 -4.5505 -2.4834
C -1.4879 -3.9161 -2.3000
N -1.6654 -2.7623 -1.6454
C -2.6256 1.7933 -0.8479
C -2.5482 3.1083 -0.3932
C -2.4059 4.1579 -1.2860
C -2.3552 3.9099 -2.6527
C -2.4622 2.6083 -3.1152
C -2.5938 1.5545 -2.2170
H -2.0339 0.8909 0.9855
H -3.7287 0.6552 0.6242
H -4.3957 -1.2112 -0.4661
H -4.7500 -3.9193 -1.8403
H -2.8792 -5.4894 -2.9868
H -0.5061 -4.2461 -2.6034
H -2.6003 3.3118 0.6725
H -2.3345 5.1740 -0.9164
H -2.2474 4.7301 -3.3499
H -2.4493 2.4073 -4.1790
H -2.6963 0.5463 -2.6016
C 0.5019 0.4549 2.0363
C 0.6694 1.0940 0.7045
N 0.4073 0.5489 -0.4704
C 0.7478 1.4759 -1.4369
C 1.2003 2.5972 -0.8386
N 1.1554 2.3427 0.5156
C 1.5211 3.3185 1.5288
N 0.5813 4.3930 1.5649
N 0.7000 5.3853 0.6392
N -0.3278 6.1296 0.6790
C -1.1983 5.6287 1.6294
C -2.4629 6.0745 2.0208
C -3.1074 5.3509 2.9969
C -2.5054 4.2229 3.5925
C -1.2564 3.7778 3.2191
C -0.6219 4.4999 2.2051
H -0.0050 -0.4984 1.9178
H -0.0854 1.0817 2.7060
H 1.4681 0.2615 2.5060
H 0.6220 1.2808 -2.4874
H 1.5350 3.5419 -1.2301
H 2.4933 3.7366 1.2767
H 1.5755 2.8304 2.4984
H -2.9048 6.9525 1.5701
H -4.0885 5.6569 3.3327
H -3.0392 3.6995 4.3746
H -0.7989 2.9284 3.7069
*
```

As for the HOMO energy: -10.567 eV. As for the total energy: -2437.862363 Ha. Its energy above the lowest of the compared OMol25 structures with the same formula, charge and spin is 0.0 kcal per mole. The HOMO-LUMO gap comes out at 0.246 hartree.


(2)
Entry from the Open Molecules 2025 dataset: a molecular structure, C31H35AgGeN6OS in a non-equilibrium geometry (ωB97M-V with the def2-TZVPD basis set).

ORCA input file:
```
! RIJCOSX wB97M-V def2-TZVPD def2/J DEFGRID3
* xyz -1 2
Ag 10.6208 5.3890 15.4665
C 10.6750 2.4843 18.9282
C 12.0498 2.3083 19.1375
C 12.8934 2.3600 18.0566
C 12.3600 2.6855 16.7828
N 11.0713 2.9266 16.5769
C 10.2626 2.7915 17.6650
N 13.2263 2.6912 15.7317
C 13.2168 3.5445 14.7436
N 12.6627 4.7655 14.5527
C 13.0832 5.2572 13.3435
N 12.7742 6.3191 12.6516
C 11.9489 7.3084 13.0059
C 11.1207 7.8729 11.9900
C 10.3084 8.9276 12.2960
C 10.3015 9.4448 13.5973
C 11.1481 8.8461 14.5040
N 11.9257 7.8007 14.2467
C 13.8789 4.1948 12.6415
C 14.4584 4.1813 11.3939
C 15.1686 3.0633 11.0510
C 15.2624 1.9753 11.9012
C 14.6652 2.0087 13.1684
C 14.0074 3.1826 13.5210
H 9.9931 2.3804 19.7650
H 12.4898 2.1402 20.1433
H 13.9768 2.1304 18.0550
H 9.2482 3.0276 17.4583
H 11.2617 7.4720 10.9763
H 9.7269 9.3245 11.5093
H 9.6988 10.3262 13.8381
H 11.1156 9.2136 15.5715
H 14.3103 5.0435 10.7287
H 15.6069 2.9499 10.0780
H 15.7250 1.0796 11.4673
H 14.6805 1.1682 13.8959
O 9.7309 4.7695 13.3356
N 8.8861 5.5984 12.7854
C 8.7119 5.4469 11.4269
C 7.9037 6.2257 10.6573
C 7.1937 7.2274 11.3417
C 7.3316 7.3731 12.7121
C 8.1834 6.5370 13.4862
S 8.2944 6.5963 15.1986
H 9.3295 4.6667 11.0538
H 7.9252 6.0946 9.5999
H 6.4873 7.8668 10.8106
H 6.8128 8.1770 13.2489
C 7.2371 8.1477 21.0171
C 7.5814 6.6552 20.8416
C 8.9505 6.2745 20.1868
C 9.0387 6.6434 18.6941
Ge 10.7922 6.3198 17.8858
C 12.1952 7.7135 18.0165
C 12.3447 8.5245 19.3203
C 11.1565 9.4460 19.6460
C 10.7660 10.4612 18.5251
H 6.2852 8.3188 21.5051
H 7.1632 8.5368 20.0070
H 7.9680 8.7503 21.5988
H 6.8000 6.1763 20.2431
H 7.5755 6.1873 21.8227
H 9.1032 5.2126 20.3413
H 9.7224 6.7473 20.7727
H 8.7491 7.6557 18.5068
H 8.3504 6.0673 18.0999
H 11.4762 5.2482 18.7979
H 12.1347 8.3656 17.1725
H 13.0852 7.0504 17.8940
H 13.2344 9.1184 19.2828
H 12.4877 7.8211 20.1514
H 11.3641 9.9055 20.5874
H 10.3100 8.7687 19.8008
H 11.6088 10.9422 18.0701
H 10.0791 11.2007 18.9325
H 10.2703 9.9215 17.7416
*
```

As for the HOMO energy (alpha / beta): -3.848 / -4.741 eV. As for the total energy: -4228.134349 Ha. Its energy above the lowest of the compared OMol25 structures with the same formula, charge and spin is 15.6 kcal per mole. The HOMO-LUMO gap (alpha / beta) comes out at 0.243 / 0.248 hartree.


(3)
Entry from the Open Molecules 2025 dataset: a molecular structure, C31H35AsKN10O7 (ωB97M-V with the def2-TZVPD basis set).

ORCA input file:
```
! RIJCOSX wB97M-V def2-TZVPD def2/J DEFGRID3
* xyz -1 1
K -0.3716 0.4429 0.7206
N 3.5035 -1.0601 -2.1549
C 2.4908 -0.5247 -1.4250
N 2.1628 -0.8866 -0.2426
C 2.8903 -1.9110 0.3871
N 2.5549 -2.3677 1.5331
N 1.4947 -1.7016 2.1437
C 0.4588 -2.4213 2.3106
C -0.7512 -1.9246 3.0012
C -1.7788 -2.8217 3.2659
C -2.9517 -2.3478 3.8295
C -3.0513 -0.9983 4.1157
C -1.9649 -0.1802 3.8362
N -0.8334 -0.6243 3.2956
C 4.0446 -2.4954 -0.3232
C 4.8527 -3.4820 0.2336
C 5.9057 -4.0167 -0.4837
C 6.1649 -3.5711 -1.7776
C 5.3751 -2.5909 -2.3479
C 4.3182 -2.0546 -1.6182
H 3.6663 -0.7313 -3.0907
H 1.9295 0.2690 -1.9076
H 0.4268 -3.4526 1.9571
H -1.6765 -3.8595 2.9738
H -3.7839 -3.0172 4.0071
H -3.9616 -0.5686 4.5109
H -2.0276 0.8864 4.0108
H 4.6228 -3.8174 1.2359
H 6.5265 -4.7867 -0.0450
H 6.9860 -3.9925 -2.3430
H 5.5679 -2.2383 -3.3548
O -3.0797 1.7906 1.6830
C -3.0394 1.1720 0.5979
O -2.3713 1.4879 -0.4210
C -3.8407 -0.1341 0.5475
C -5.1901 -0.0690 0.6828
C -5.9828 -1.2399 0.7060
C -5.3939 -2.4772 0.6352
C -4.0195 -2.5794 0.5012
C -3.1464 -1.4159 0.4451
O -1.9050 -1.4914 0.3676
N -3.4749 -3.9205 0.4854
O -2.3349 -4.1029 0.0925
O -4.1955 -4.8463 0.8633
N -7.4143 -1.1437 0.8256
O -7.9196 -0.0290 0.8710
O -8.0784 -2.1734 0.8545
H -5.6747 0.8914 0.7984
H -5.9939 -3.3723 0.6796
C -2.7552 -0.6914 -2.8116
As -0.8556 -0.3558 -2.5784
C -0.6778 1.0612 -3.9355
C -0.2005 -1.8314 -3.7106
H -3.0151 -0.7662 -3.8688
H -3.2924 0.1261 -2.3343
H -3.0076 -1.6215 -2.3029
H -1.1425 0.7777 -4.8817
H 0.3771 1.2829 -4.1117
H -1.1601 1.9593 -3.5482
H -0.6758 -1.8271 -4.6933
H -0.4179 -2.7751 -3.2091
H 0.8818 -1.7551 -3.8405
C 4.1017 3.7847 -0.9195
C 4.1065 2.6168 0.0473
N 2.7320 2.2407 0.3165
C 1.7938 3.2139 0.6725
N 0.8310 2.8624 1.4263
C -0.2384 3.8093 1.7305
C -0.3509 4.9014 0.6817
C 1.0208 5.4975 0.4364
N 1.9525 4.4477 0.0543
C 3.2748 4.9087 -0.3236
H 3.6598 3.4708 -1.8682
H 5.1185 4.1327 -1.1086
H 4.6506 2.9029 0.9597
H 4.6208 1.7529 -0.3782
H 2.6148 1.4192 0.8962
H -0.0405 4.2474 2.7162
H -1.1824 3.2628 1.7990
H -1.0498 5.6758 1.0024
H -0.7368 4.4663 -0.2437
H 1.3754 6.0198 1.3382
H 0.9971 6.2295 -0.3749
H 3.8052 5.3351 0.5433
H 3.1499 5.7175 -1.0473
*
```

As for the HOMO energy: -4.672 eV. As for the total energy: -5112.240016 Ha. Its energy above the lowest of the compared OMol25 structures with the same formula, charge and spin is 13.5 kcal per mole. The HOMO-LUMO gap comes out at 0.234 hartree.


Question: What is the energy above the lowest of the compared OMol25 structures with the same formula, charge and spin in the second record?
Answer: 15.6 kcal per mole